Computed, not measured: a structure of composition C24H72Ba2N3O21 at a distorted geometry, with ωB97M-V/def2-TZVPD.

Last column: Löwdin charge in e.
Cartesian coordinates (Å):
Ba 3.87 0.71 2.10  2.085
Ba 1.95 3.51 -2.67  2.019
N 5.23 1.56 -1.45  -0.635
O 4.89 0.90 -0.47  -0.193
O 6.31 1.35 -1.98  0.032
O 4.51 2.42 -1.92  -0.164
N 0.83 0.47 -0.41  -0.570
O 1.05 1.36 -1.23  -0.162
O -0.22 -0.15 -0.42  0.006
O 1.66 0.27 0.47  -0.136
N 2.82 4.25 1.07  -0.627
O 2.41 4.21 -0.06  -0.220
O 2.88 3.25 1.79  -0.196
O 3.34 5.31 1.42  0.042
C -2.83 -0.42 -4.85  -0.055
C -1.90 -0.78 -3.70  -0.290
O -1.84 0.33 -2.84  -0.101
H -3.87 -0.20 -4.59  0.082
H -2.85 -1.26 -5.55  0.083
H -2.41 0.41 -5.42  0.060
H -0.88 -0.89 -4.07  0.103
H -2.24 -1.65 -3.14  0.106
H -1.35 0.10 -2.04  0.048
C 8.41 -1.01 2.34  -0.060
C 7.01 -0.91 2.93  -0.321
O 6.03 -0.88 1.94  -0.271
H 9.15 -0.79 3.11  0.085
H 8.57 -0.23 1.59  0.089
H 8.60 -1.99 1.90  0.084
H 6.97 0.06 3.42  0.112
H 6.81 -1.73 3.62  0.123
H 6.19 -1.66 1.40  0.097
C -2.53 3.40 -4.42  -0.043
C -1.08 2.95 -4.84  -0.282
O -0.36 2.40 -3.74  -0.274
H -3.04 3.82 -5.29  0.080
H -2.52 4.13 -3.61  0.075
H -3.06 2.49 -4.15  0.059
H -0.60 3.80 -5.33  0.103
H -1.10 2.21 -5.64  0.103
H -0.92 1.69 -3.41  0.017
C -3.27 -2.72 0.09  -0.058
C -2.38 -2.36 1.26  -0.311
O -2.38 -0.97 1.44  -0.089
H -3.05 -2.16 -0.82  0.061
H -4.30 -2.55 0.41  0.080
H -3.17 -3.78 -0.13  0.080
H -1.37 -2.75 1.12  0.093
H -2.70 -2.73 2.23  0.109
H -1.72 -0.67 0.82  0.057
C -5.10 2.69 2.71  -0.061
C -4.04 1.79 2.11  -0.353
O -3.96 0.63 2.85  -0.090
H -6.01 2.19 3.06  0.079
H -5.38 3.55 2.10  0.072
H -4.70 3.19 3.59  0.072
H -3.05 2.25 2.04  0.077
H -4.22 1.36 1.13  0.094
H -3.39 -0.02 2.45  0.021
C 3.07 -0.94 -3.07  -0.048
C 2.33 -0.09 -4.07  -0.328
O 2.78 1.22 -4.17  -0.187
H 2.43 -1.81 -2.92  0.058
H 3.16 -0.40 -2.13  0.066
H 4.05 -1.24 -3.45  0.094
H 1.31 -0.14 -3.67  0.090
H 2.26 -0.58 -5.04  0.125
H 3.73 1.24 -4.34  0.097
C -0.69 -3.70 4.15  -0.049
C -0.33 -2.19 4.17  -0.288
O 0.90 -1.88 4.76  -0.093
H -0.05 -4.23 3.45  0.072
H -1.72 -3.87 3.83  0.064
H -0.67 -4.14 5.15  0.079
H -1.01 -1.66 4.83  0.125
H -0.44 -1.69 3.21  0.105
H 0.93 -2.21 5.66  0.122
C -5.59 0.01 -1.44  -0.092
C -6.92 0.19 -0.70  -0.321
O -7.93 -0.43 -1.45  -0.069
H -5.21 -1.01 -1.55  0.059
H -4.84 0.65 -0.98  0.050
H -5.66 0.49 -2.41  0.069
H -7.09 1.27 -0.65  0.118
H -6.85 -0.29 0.27  0.111
H -7.84 -1.38 -1.34  0.085
C 0.22 -3.22 -1.56  -0.072
C 0.70 -4.60 -2.00  -0.272
O 1.59 -4.48 -3.13  -0.091
H -0.48 -3.26 -0.72  0.056
H -0.23 -2.69 -2.40  0.058
H 1.01 -2.54 -1.25  0.046
H -0.08 -5.27 -2.36  0.109
H 1.17 -5.17 -1.20  0.107
H 1.26 -3.87 -3.79  0.069
C -0.21 1.94 3.29  -0.049
C 1.04 1.70 4.18  -0.258
O 1.69 0.52 3.70  -0.268
H -0.73 2.81 3.69  0.082
H -0.91 1.12 3.43  0.074
H 0.04 2.19 2.26  0.058
H 0.75 1.61 5.23  0.119
H 1.64 2.61 4.14  0.106
H 1.16 -0.26 3.91  0.030
C -1.82 3.30 -0.13  -0.075
C -1.15 4.23 0.85  -0.331
O -1.36 5.57 0.49  -0.043
H -1.30 3.39 -1.09  0.053
H -2.90 3.44 -0.24  0.088
H -1.70 2.28 0.21  0.059
H -0.10 3.94 0.82  0.086
H -1.50 4.09 1.87  0.103
H -0.86 5.79 -0.30  0.078
C 3.22 -2.94 0.76  -0.055
C 3.50 -3.21 2.24  -0.271
O 3.25 -1.96 2.85  -0.219
H 3.98 -2.24 0.42  0.064
H 2.25 -2.46 0.66  0.060
H 3.19 -3.80 0.09  0.083
H 4.52 -3.53 2.45  0.112
H 2.85 -3.96 2.69  0.119
H 2.54 -2.00 3.50  0.048

## Properties
* strongest force on any atom: 4.9 eV/A
* HOMO level: -10.988 eV
* charge: +1
* HOMO-LUMO gap: 8.1 eV


Computed, not measured: a cluster of 11 separate species, C24H72IN3O16 in total at a distorted geometry, with ωB97M-V/def2-TZVPD.

Last column: Löwdin charge in e.
Cartesian coordinates (Å):
O 0.62 0.63 1.25  0.259
H 0.09 0.45 0.47  0.133
H 1.15 1.41 1.06  0.052
H 0.08 0.84 2.02  0.084
I -0.46 4.58 4.59  -0.465
C -4.49 -2.87 -1.07  -0.040
C -3.67 -2.43 0.16  -0.382
C -4.51 -1.83 1.41  -0.173
O -5.06 -0.59 0.96  -0.223
C -6.08 -0.16 1.89  -0.096
N -3.14 -3.65 0.70  0.016
H -3.83 -3.05 -1.91  0.056
H -5.14 -2.03 -1.31  0.067
H -5.24 -3.65 -0.94  0.084
H -2.77 -1.85 -0.01  0.127
H -3.97 -1.62 2.33  0.095
H -5.29 -2.50 1.76  0.116
H -6.40 0.74 1.37  0.091
H -5.74 -0.04 2.92  0.082
H -6.88 -0.90 1.98  0.082
H -2.52 -3.37 1.44  0.047
H -2.53 -4.04 0.01  0.049
C 2.92 4.77 1.55  -0.021
C 2.19 3.48 0.96  -0.402
C 2.98 2.96 -0.27  -0.174
O 2.68 1.61 -0.68  -0.206
C 3.71 1.13 -1.51  -0.104
N 2.20 2.47 1.97  0.043
H 2.37 5.31 2.32  0.057
H 3.00 5.47 0.72  0.077
H 3.83 4.42 2.06  0.069
H 1.13 3.55 0.74  0.134
H 4.00 3.09 0.09  0.120
H 2.80 3.61 -1.13  0.127
H 4.42 0.63 -0.85  0.087
H 4.19 1.84 -2.18  0.095
H 3.15 0.35 -2.03  0.091
H 3.20 2.46 2.12  0.076
H 1.95 2.93 2.84  0.054
C -0.09 -0.95 -7.95  -0.057
C -1.02 -1.24 -6.71  -0.401
C -0.32 -2.27 -5.77  -0.170
O -1.19 -2.36 -4.67  -0.228
C -1.03 -3.23 -3.57  -0.084
N -1.15 0.02 -6.06  0.035
H -0.39 -0.13 -8.60  0.071
H 0.10 -1.89 -8.47  0.069
H 0.88 -0.58 -7.63  0.071
H -1.99 -1.61 -7.03  0.137
H 0.62 -1.91 -5.36  0.129
H -0.15 -3.28 -6.16  0.127
H -0.19 -3.03 -2.90  0.082
H -1.09 -4.26 -3.92  0.097
H -1.85 -2.90 -2.92  0.073
H -1.67 -0.30 -5.26  0.072
H -1.87 0.62 -6.45  0.096
C -0.42 -6.67 -0.16  -0.259
C -0.19 -5.67 0.96  -0.228
O 0.32 -4.37 0.59  -0.080
O -1.00 -5.86 -1.10  -0.064
H -1.13 -7.43 0.20  0.125
H 0.43 -7.26 -0.49  0.115
H 0.49 -5.99 1.76  0.118
H -1.19 -5.59 1.39  0.109
H 1.24 -4.47 0.34  0.088
H -0.45 -5.07 -1.22  0.062
C -2.30 1.89 -0.12  -0.163
C -3.29 1.98 -1.28  -0.204
O -2.89 1.07 -2.35  -0.076
O -0.95 2.10 -0.73  -0.101
H -2.45 0.88 0.28  0.100
H -2.48 2.70 0.59  0.129
H -3.19 2.98 -1.70  0.111
H -4.29 1.80 -0.88  0.118
H -3.50 1.25 -3.07  0.082
H -1.18 2.21 -1.65  0.022
C 3.97 2.97 5.62  -0.167
C 5.09 4.04 5.58  -0.199
O 6.46 3.67 5.88  -0.084
O 4.25 1.95 4.64  -0.119
H 3.11 3.46 5.16  0.088
H 3.61 2.47 6.53  0.125
H 4.87 4.90 6.21  0.119
H 5.20 4.40 4.56  0.112
H 6.73 3.56 6.79  0.082
H 5.16 1.92 4.33  0.088
C -2.24 0.78 3.45  -0.185
C -1.51 -0.47 3.78  -0.291
O -1.50 -1.40 2.81  -0.052
O -1.23 1.62 2.87  -0.191
H -2.67 1.42 4.22  0.133
H -2.97 0.64 2.65  0.108
H -2.19 -0.90 4.51  0.123
H -0.54 -0.30 4.26  0.140
H -1.23 -2.27 3.12  0.103
H -1.35 2.50 3.26  -0.111
C -0.80 3.67 -4.18  -0.239
C 0.10 2.44 -4.16  -0.269
O 0.71 2.35 -5.44  -0.070
O -1.14 3.99 -2.87  -0.059
H -1.67 3.40 -4.77  0.121
H -0.30 4.48 -4.72  0.126
H -0.17 1.45 -3.81  0.116
H 0.85 2.56 -3.38  0.106
H 0.08 1.74 -5.82  0.027
H -0.27 3.94 -2.46  0.077
C 4.13 -1.39 3.10  -0.206
C 3.41 -2.70 2.81  -0.260
O 4.15 -3.91 2.99  -0.062
O 3.20 -0.47 3.72  -0.092
H 4.63 -0.96 2.23  0.116
H 4.80 -1.54 3.94  0.118
H 3.00 -2.73 1.80  0.104
H 2.43 -2.81 3.28  0.117
H 4.00 -4.07 3.92  0.082
H 3.74 0.31 3.84  0.017

## Properties
* strongest force on any atom: 4.5 eV/A
* HOMO level: -6.731 eV
* HOMO-LUMO gap: 6.7 eV